(1)
The following is a DFT calculation (ωB97M-V/def2-TZVPD) of 2 unconnected molecules or ions with the total composition C4H7FO2S.

Computed properties:
**E**: -21907.43534 eV
**Molar mass**: 138.16 g/mol
**Gap between HOMO and LUMO**: 8.83 eV
**Net charge**: 0
**HOMO**: -0.3534 Eh
**ΔE to the lowest compared entry with this formula, charge and spin**: 35.2 kcal/mol

XYZ file:
```
15
Properties=species:S:1:pos:R:3:mulliken_charge:R:1
H 1.53654 0.77408 -1.05293 0.2757
O -3.40539 -1.52426 -0.13636 -0.3747
C 1.12167 -1.20851 -0.49548 -0.9422
H 2.22654 1.26888 1.16225 0.2548
O -3.47491 0.58089 -1.47303 -0.3932
C 0.27270 0.78535 0.63279 0.5200
H 0.94487 1.35761 2.53616 0.3054
C 0.64836 0.26143 -0.69675 -0.4640
H 0.41623 -1.96302 -0.08846 0.2860
C 1.17418 1.24247 1.49037 -0.8411
F -1.00597 0.87479 0.95374 -0.2148
H 1.83666 -1.13701 0.37676 0.3200
H 1.37026 -1.52752 -1.58013 0.2720
S -3.41276 -0.10213 -0.19859 0.7571
H -0.24899 0.31696 -1.43034 0.2390
```


(2)
The following is a DFT calculation (ωB97M-V/def2-TZVPD) of a molecular structure, C4H6AgO.

Computed properties:
**E**: -10288.23391 eV
**Molar mass**: 177.96 g/mol
**Gap between HOMO and LUMO (spin up / spin down)**: 5.33 / 8.25 eV
**Net charge**: -1
**HOMO (spin up / spin down)**: -0.0404 / -0.1529 Eh
**ΔE to the lowest compared entry with this formula, charge and spin**: 0.0 kcal/mol
**Spin multiplicity**: 3

XYZ file:
```
12
Properties=species:S:1:pos:R:3:mulliken_spin:R:1
H -0.87932 0.61326 3.06308 -0.0117
C -1.21285 -0.93970 0.56977 -0.1051
O 0.99380 -0.87733 -0.44122 0.0266
H -2.23728 -1.10660 0.20263 0.0080
H -1.32350 1.36358 0.10767 -0.0126
H -0.54968 -1.98735 -1.26466 0.0582
C -1.09237 1.22516 2.18136 0.0143
H -1.25294 2.29401 2.35073 -0.0164
H -1.07396 -1.40422 1.56403 0.0655
Ag 1.87207 0.74720 0.26056 1.2291
C -1.05067 0.71038 0.94793 0.0770
C -0.19926 -1.44578 -0.37024 0.6671
```


(3)
The following is a DFT calculation (ωB97M-V/def2-TZVPD) of 2 unconnected molecules or ions with the total composition C35H31BBr2O4.

Computed properties:
**E**: -185741.53382 eV
**Molar mass**: 686.25 g/mol
**Gap between HOMO and LUMO**: 7.00 eV
**Net charge**: 0
**Structure (SMILES)**: Cc1ccc(B[C@@](/C=C/c2ccc(Br)cc2)(c2ccc(Br)cc2)c2ccc(C)o2)o1.Cc1ccc(-c2ccc(C)o2)o1
**HOMO**: -0.2488 Eh
**ΔE to the lowest compared entry with this formula, charge and spin**: 0.0 kcal/mol

XYZ file:
```
73
Properties=species:S:1:pos:R:3:mulliken_charge:R:1
C -4.59256 -0.26095 -2.08898 -0.2274
C -1.10114 0.04220 7.19919 -0.9031
C 2.91491 -2.07617 3.87267 -1.4720
H 0.45153 2.57812 7.66973 0.2629
H -2.18352 -0.10467 -0.87721 0.3964
C 0.08149 -0.00820 3.92750 0.8527
C -6.60143 -1.60094 -2.35833 -0.0625
C -3.36236 3.10440 2.11298 -1.3169
C 0.92032 0.94332 3.33589 -0.2251
H 1.07056 -0.61749 0.45178 0.1311
C -6.07505 -2.54277 -1.45878 -0.7198
H 0.61401 1.95391 3.05019 0.5493
C -2.81452 -0.94441 -0.46663 -0.3613
H -6.23499 0.26292 -3.37676 0.4108
H -1.08957 2.42063 8.53497 0.3900
C -4.82716 -2.34142 -0.86910 -0.2298
H -0.97993 3.44422 7.08861 0.3393
C -4.06163 -1.19184 -1.16257 0.5475
O -3.52235 -1.02780 2.71483 -0.0774
C 0.93408 -1.66370 0.71922 -0.0111
C 0.61178 -4.37160 1.26174 -1.2392
B -1.29573 0.32626 0.57441 0.5729
H -1.30245 -3.81345 2.04426 0.3009
H -3.99697 0.62188 -2.34399 0.4082
H -0.98277 -1.82172 5.93483 0.6312
H 3.82847 -2.03648 3.27678 0.3890
C -1.40987 -1.13464 1.64346 1.3454
H -1.21023 -3.01036 4.04482 1.0995
H -5.71946 3.64015 0.49901 0.3812
C -2.42615 -1.64690 0.61276 -1.3996
C -2.11400 -2.44719 3.76778 -0.7007
C -0.87049 0.12058 4.95374 0.7791
C 2.21372 0.38122 3.28061 -1.5040
Br -8.29603 -1.86262 -3.11438 -0.1882
C -4.15123 2.40830 1.23067 0.3919
H -4.91939 2.58168 -0.71444 0.1606
H -6.64783 -3.43157 -1.21801 0.4326
H -6.09504 -1.57742 4.47539 0.4082
C -4.27470 -1.82498 3.52743 0.3261
H 3.17008 -2.06279 4.94869 0.2667
C 1.92972 -2.56308 0.33627 -1.0039
C -5.27397 2.64580 0.34024 -1.0529
C -0.36498 -3.44557 1.63205 -0.3318
H -3.62694 4.05208 2.63191 0.3629
O -1.05295 1.42861 5.43131 -0.2496
C -0.99757 1.34882 6.79273 0.3638
C -5.83850 -0.46274 -2.67472 -0.6433
H 3.16462 0.89640 3.06852 0.3932
C -2.17463 2.32324 2.22632 -0.6231
Br 3.08601 -5.18324 0.11338 -0.2004
H -5.96999 1.79642 0.49805 0.2114
C 1.76639 -3.91817 0.61967 -0.1087
O 0.76799 -1.19283 3.95310 -0.2148
H -0.19689 0.63364 0.27418 -0.1299
C -0.19751 -2.07066 1.42534 0.9233
H -1.41207 2.49255 2.99175 0.2514
C -5.71268 -1.75089 3.46757 -1.9411
C -0.63628 2.53020 7.55518 -1.4509
H -3.73039 -3.49171 4.94505 0.4016
H -6.03061 -1.00272 2.74454 0.2855
H -4.42976 -3.09385 -0.18392 0.3530
C -1.03206 -0.74522 6.03521 -0.4747
H 2.82585 -2.21917 -0.16350 0.4846
H 0.45640 -5.42121 1.47492 0.4623
H -2.84088 -2.64662 0.79022 0.1612
H -6.11865 -2.72906 3.20318 0.3529
O -3.56566 1.20689 0.90760 0.1239
C 2.06075 -0.93710 3.62327 0.9440
C -2.17763 -1.37085 2.87300 0.9291
C -2.25147 1.26765 1.32183 1.1797
H -1.13043 -0.35442 8.22699 0.3816
H 2.39596 -3.02325 3.66891 0.2837
C -3.44567 -2.71510 4.20811 -1.5590
```


(4)
The following is a DFT calculation (ωB97M-V/def2-TZVPD) of a molecular structure, C13H17CaIN2.

Computed properties:
**E**: -43275.83899 eV
**Molar mass**: 368.27 g/mol
**Gap between HOMO and LUMO**: 5.30 eV
**Net charge**: 0
**HOMO**: -0.2235 Eh
**ΔE to the lowest compared entry with this formula, charge and spin**: 14.6 kcal/mol

XYZ file:
```
34
Properties=species:S:1:pos:R:3:mulliken_charge:R:1
I 3.36034 -2.28998 -1.20219 -0.4629
H -1.05724 3.26566 -2.03661 0.2772
H -1.07606 -2.15431 1.40056 0.3962
H 1.70434 0.18361 2.39129 0.2897
H 2.99369 -1.03370 1.95999 0.3412
C -1.85184 1.65501 2.64538 -0.7148
C -1.60387 2.63167 0.46417 -0.6075
H 0.10067 3.05806 -4.24605 0.4211
C -1.00975 1.43683 0.01147 0.4000
H 1.28927 -0.93358 -3.06109 0.4257
H 1.33625 -3.56423 0.02284 0.2054
H -0.41616 -3.54183 -0.57037 0.5036
H -1.15243 -0.39761 2.76739 0.3405
C -0.45426 1.31133 -1.36719 0.5980
H 0.17207 -4.73015 0.58994 0.3640
H -1.71836 3.45295 -0.23830 0.2576
N 0.16609 0.14765 -1.69640 -0.1492
C -0.22823 -2.82114 1.62381 -1.2847
C 0.79078 1.04398 -3.83858 -0.8067
H 0.61164 -2.31156 2.12933 0.5222
H -0.60430 -3.57339 2.31870 0.4688
H -2.46048 3.67588 2.14372 0.4232
H 2.63014 0.33166 0.85220 0.3567
Ca 0.63733 -1.56679 0.10816 1.0568
C -2.01875 2.74586 1.79151 -0.5200
H 1.32052 0.88793 -4.77490 0.3807
C -0.51428 2.36279 -2.30359 -0.7132
N -0.88156 0.36726 0.84815 -0.0195
C 0.12481 2.23320 -3.53682 -0.3833
C 0.26320 -3.68508 0.28262 -1.0035
H -2.14215 1.68231 3.69307 0.3862
C 2.20441 -0.37034 1.58555 -1.4654
C 0.77186 0.01794 -2.88792 -0.0931
C -1.28771 0.48209 2.13016 -0.1909
```


(5)
The following is a DFT calculation (ωB97M-V/def2-TZVPD) of 2 unconnected molecules or ions with the total composition C4H8BrN2.

Computed properties:
**E**: -77293.79677 eV
**Molar mass**: 164.03 g/mol
**Gap between HOMO and LUMO**: 10.59 eV
**Net charge**: +1
**HOMO**: -0.5153 Eh
**ΔE to the lowest compared entry with this formula, charge and spin**: 16.0 kcal/mol

XYZ file:
```
15
Properties=species:S:1:pos:R:3:mulliken_charge:R:1
H -0.05687 1.52715 2.23230 0.3218
Br 2.93708 -0.34779 -1.47777 -0.2154
C -0.49720 0.28892 -0.96145 -0.7820
H -0.80093 -0.86215 1.89580 0.2098
N -1.01498 -0.94855 -1.21103 -0.0493
H -1.67230 -2.50206 0.22048 0.4145
H -0.35935 2.57082 0.88280 0.3564
H -1.39990 -1.23124 -2.17868 0.3263
C -0.40301 0.44622 0.37999 0.6144
H -0.09749 0.85101 -1.70309 0.5864
H 4.19464 -0.68046 -1.09312 0.2397
C -1.19807 -1.59571 -0.04683 -0.1995
C 0.07225 1.65267 1.11654 -1.0863
N -0.86966 -0.70114 0.93165 -0.0194
H 1.16578 1.53231 1.01239 0.2827
```


(6)
The following is a DFT calculation (ωB97M-V/def2-TZVPD) of 2 unconnected molecules or ions with the total composition C4H6Si2.

Computed properties:
**E**: -19992.71735 eV
**Molar mass**: 110.26 g/mol
**Gap between HOMO and LUMO**: 7.69 eV
**Net charge**: 0
**HOMO**: -0.3120 Eh
**ΔE to the lowest compared entry with this formula, charge and spin**: 75.4 kcal/mol

XYZ file:
```
12
Properties=species:S:1:pos:R:3:mulliken_charge:R:1
Si -0.16530 -0.02347 0.29571 -0.0950
C 1.09275 -1.48254 0.07232 -0.7285
H 3.03306 -2.40064 -0.65889 0.3385
H -3.24240 -0.62880 0.84523 -0.0603
H -2.76651 1.21629 -0.67243 -0.1047
Si -2.38014 -0.13361 -0.25919 0.3445
C 0.96134 1.46976 0.23771 -0.6810
H 2.40633 2.94660 -0.61817 0.3991
C 2.05061 -2.09469 -0.25892 0.3694
C 1.77661 2.26692 -0.14782 0.3678
H -0.12711 -0.49826 2.70323 -0.0452
H -2.63926 -0.63755 -1.53879 -0.1047
```


(7)
The following is a DFT calculation (ωB97M-V/def2-TZVPD) of 2 unconnected molecules or ions with the total composition C5H9IO.

Computed properties:
**E**: -15475.16541 eV
**Molar mass**: 212.03 g/mol
**Gap between HOMO and LUMO (spin up / spin down)**: 8.10 / 8.10 eV
**Net charge**: 0
**HOMO (spin up / spin down)**: -0.2849 / -0.2849 Eh
**ΔE to the lowest compared entry with this formula, charge and spin**: 77.3 kcal/mol

XYZ file:
```
16
Properties=species:S:1:pos:R:3:mulliken_charge:R:1
C -0.13525 0.69952 1.17071 0.2123
O -1.48249 0.71065 0.99832 -0.4498
H -0.03883 0.73599 -3.06060 0.2322
I 0.61617 2.68490 1.48538 0.0057
H 0.36703 -1.32653 1.59619 0.3159
C -0.35788 0.33114 -2.10874 -0.4269
H 0.78020 -1.60537 -2.31812 0.2627
C 0.42275 -0.34988 2.07828 -1.2683
H 1.45958 -0.14338 2.32294 0.3835
H -0.15110 -0.39514 3.01079 0.4334
H -0.59249 -1.66426 -1.14361 0.2000
C 0.11292 -1.04283 -1.67544 -0.6506
C 0.63541 0.17553 -1.04502 -0.0901
H -1.91930 0.05059 1.55371 0.2932
H 1.64814 0.52666 -1.02870 0.3656
H -1.36485 0.61241 -1.83609 0.1812
```